Entry 1:
17
Properties=species:S:1:pos:R:3:forces:R:3 method="wB97M-V/def2-TZVPD" homo_lumo_gap_ev=9.0 lumo_energy_ev=0.57 e_above_lowest_kcal_mol=73.3
O -1.3589 -0.4812 -1.9402 0.54 -0.02 0.94
N -1.2638 -1.3085 0.4399 0.01 1.21 -1.49
N 0.6099 0.4101 -0.3262 -0.37 -1.04 1.89
N 2.1456 -0.6022 1.1628 0.19 0.08 0.12
N 1.5948 0.9788 -1.0883 0.57 0.64 0.46
C 0.8847 -0.3293 0.7150 0.79 0.14 -2.78
C -1.3545 -0.1685 -0.7743 -1.55 -2.14 0.43
C -2.2533 0.9092 -0.2068 0.60 0.29 0.07
C -0.2021 -1.2674 1.1091 -0.39 1.46 0.47
H 1.1922 1.5813 -1.7941 0.03 -0.38 -0.02
H -0.0677 -1.7707 2.0734 -0.11 -0.43 -0.34
H -3.1188 0.4650 0.2787 0.06 -0.24 -0.03
H 2.9255 -0.3410 0.5776 -0.08 0.09 0.28
H -1.6961 1.4723 0.5375 -0.12 0.22 0.06
H 2.2685 -1.4374 1.7132 0.05 0.08 -0.07
H 2.2963 0.3421 -1.4614 -0.39 -0.04 -0.02
H -2.6023 1.5474 -1.0159 0.15 0.08 0.01



Entry 2:
17
Properties=species:S:1:pos:R:3:forces:R:3 method="wB97M-V/def2-TZVPD" homo_lumo_gap_ev=9.2 lumo_energy_ev=0.03 e_above_lowest_kcal_mol=62.6
O -1.2610 0.7545 -2.2993 0.37 -0.45 0.27
N 0.1689 -0.9105 -1.7352 1.20 -0.57 -0.73
N 0.3297 -0.1055 0.9618 -0.05 -0.34 -0.63
N 1.1706 -0.6887 -1.0813 0.68 -0.65 -0.66
N 2.1349 1.1216 0.0044 0.32 -0.08 -0.24
C -1.0632 -0.2981 -1.7305 -1.78 0.94 0.47
C -2.1369 -1.1844 -1.1500 -0.05 -0.03 0.10
C 1.1617 0.1629 0.0437 -0.73 0.71 1.18
C 0.3456 0.5859 2.2206 0.03 0.30 0.17
H -3.0293 -0.5859 -0.9484 0.21 -0.09 -0.07
H -1.7658 -1.6462 -0.2290 -0.12 0.06 -0.17
H -0.1437 1.5697 2.1039 0.17 -0.27 0.19
H 2.5060 1.4463 0.8817 -0.09 0.06 0.04
H 2.8256 1.0137 -0.7274 -0.12 0.00 0.16
H -0.2297 -0.0168 2.9405 0.32 0.39 -0.14
H -2.3828 -1.9726 -1.8692 0.03 0.11 0.10
H 1.3695 0.7538 2.6137 -0.38 -0.08 -0.02



Entry 3:
14
Properties=species:S:1:pos:R:3:forces:R:3 method="wB97M-V/def2-TZVPD" homo_lumo_gap_ev="7.1 / 10.1" lumo_energy_ev="-6.48 / -5.16" charge=+1 e_above_lowest_kcal_mol=143.8
O 2.1551 -0.4748 0.3406 -2.03 -1.91 1.37
N -0.3008 -0.2743 0.0091 -1.32 -1.86 -0.07
C -0.8600 1.0316 0.1078 -0.45 1.62 0.92
C 0.8313 -0.7569 0.3255 1.59 -1.21 -0.84
C -1.3341 -1.3972 -0.0421 -0.31 -0.76 0.46
C 2.4470 0.6778 -0.1906 -0.38 3.56 -1.28
H -1.2051 -2.1481 -0.7748 0.93 -0.01 -1.80
H 3.2283 0.7367 -0.9755 -0.60 -0.10 0.79
H -0.6349 1.4077 1.0718 0.46 0.65 0.92
H 1.6999 1.4801 0.0757 1.39 -0.58 -0.73
H -0.5806 1.7167 -0.6227 1.52 0.96 -1.46
H -2.3951 -1.1489 -0.1440 0.54 0.93 0.45
H -1.9161 1.1873 0.0318 -0.92 -1.40 0.01
H -1.1349 -2.0376 0.7873 -0.40 0.12 1.26



Entry 4:
14
Properties=species:S:1:pos:R:3:forces:R:3 method="wB97M-V/def2-TZVPD" homo_lumo_gap_ev=10.3 lumo_energy_ev=-3.74 charge=+1 e_above_lowest_kcal_mol=118.9
O -0.6304 -1.0530 0.7264 -0.57 0.38 1.01
N -1.5272 1.1541 0.3801 2.06 -1.03 -3.74
C 2.4254 -0.3173 0.2644 -1.80 0.97 -0.37
C -1.0137 -1.2399 -0.6563 -0.36 -1.30 0.44
C -0.6174 0.0246 -0.1026 5.94 1.35 1.25
C 1.5490 0.4979 -0.2227 -3.79 1.37 -1.83
H 1.6286 1.3558 -0.9144 0.01 -0.76 0.51
H 3.3963 -0.1698 -0.0677 1.97 0.14 -0.13
H -2.0201 1.4655 -0.4467 -0.85 0.36 0.16
H -0.2150 -1.8933 -1.0789 -1.30 0.76 -0.69
H -2.0941 -1.4294 -0.6561 0.50 -0.43 -0.89
H -2.0206 0.7478 1.0877 -2.63 -1.19 2.46
H -0.9818 1.8877 0.7444 1.04 1.27 0.54
H 2.1210 -1.0307 0.9424 -0.23 -1.90 1.28



Entry 5:
14
Properties=species:S:1:pos:R:3:forces:R:3 method="wB97M-V/def2-TZVPD" homo_lumo_gap_ev=8.1 lumo_energy_ev=-5.99 charge=+1 e_above_lowest_kcal_mol=89.2
O -2.2202 -1.2787 -0.1123 0.08 -0.28 0.19
N -0.7355 0.6407 -0.1632 1.83 -0.01 -0.04
C -2.0544 0.0212 -0.4670 -0.15 0.61 0.25
C -1.6747 0.9643 0.5977 -0.51 -0.86 -1.04
C 2.0450 -0.4682 0.5618 -0.14 -0.46 0.47
C 1.6467 0.4816 -0.4289 -1.54 0.34 0.11
H -2.3794 -1.8504 -0.8722 -0.06 0.13 -0.06
H -1.9374 1.5052 1.4772 0.12 0.36 0.52
H 1.7342 1.5422 -0.2371 0.06 0.09 -0.06
H 1.7023 -1.4832 0.3705 0.01 0.06 -0.01
H 1.4439 0.1834 -1.4465 0.10 0.00 -0.14
H -2.5566 0.3748 -1.3607 0.03 -0.08 0.01
H 1.8389 -0.1427 1.5822 0.01 0.02 -0.06
H 3.1474 -0.4901 0.4986 0.17 0.09 -0.15



Entry 6:
14
Properties=species:S:1:pos:R:3:forces:R:3 method="wB97M-V/def2-TZVPD" homo_lumo_gap_ev=7.4 lumo_energy_ev=-6.32 charge=+1 e_above_lowest_kcal_mol=83.2
O -0.9283 1.1293 0.0636 -0.11 0.31 -0.07
N -1.2940 -0.9510 1.7958 1.27 0.52 2.07
C 0.6208 -0.7350 -0.3466 1.28 -0.27 0.32
C 0.0746 0.5421 -0.4643 -0.48 0.29 -0.88
C 1.7903 -0.9755 -1.0044 -1.13 0.74 0.20
C -0.2133 1.8320 -1.0342 1.30 1.23 -0.89
H 2.4171 -1.8679 -0.8408 -0.41 0.63 -0.36
H 0.3352 2.7778 -0.8408 -0.21 -0.99 0.83
H -2.1231 -0.7806 1.2086 0.15 -0.43 1.37
H 1.9922 -0.1571 -1.6942 1.00 -0.58 -0.16
H 0.1624 -1.3205 0.4326 -0.16 -0.50 0.15
H -0.8033 -0.0302 1.9486 -1.10 -1.42 0.10
H -1.3544 -1.4153 2.7828 -0.73 1.18 -2.82
H -0.6763 1.9518 -2.0068 -0.66 -0.71 0.13



Entry 7:
14
Properties=species:S:1:pos:R:3:forces:R:3 method="wB97M-V/def2-TZVPD" homo_lumo_gap_ev=7.8 lumo_energy_ev=-6.20 charge=+1 e_above_lowest_kcal_mol=98.9
O -1.2013 1.4830 -0.4370 -1.42 1.54 -0.43
N 1.8669 0.6412 0.1863 -1.23 -0.90 -2.41
C -1.6826 -0.9281 -0.1204 0.83 -1.56 0.23
C -1.4365 0.4698 0.4512 2.36 0.31 -3.11
C 1.0281 -0.3963 -0.4729 -0.56 1.63 3.49
C -0.3478 -0.3748 0.0288 -0.34 -2.18 0.86
H -1.5723 2.3721 -0.2308 0.31 -0.91 0.17
H 1.3951 -1.4082 -0.3863 0.07 -0.69 -0.13
H -1.9195 -1.6275 0.8292 0.20 1.60 -2.32
H -2.0291 -1.1619 -1.1456 -0.07 -0.23 0.85
H 1.9710 0.6183 1.1878 0.33 -0.44 -0.17
H 2.6845 0.6941 -0.4037 0.50 0.45 0.88
H 0.8196 -0.2057 -1.4939 0.34 0.40 -1.67
H -1.7779 0.5597 1.3792 -1.33 0.97 3.77



Entry 8:
14
Properties=species:S:1:pos:R:3:forces:R:3 method="wB97M-V/def2-TZVPD" homo_lumo_gap_ev="5.8 / 5.8" lumo_energy_ev="-3.44 / -8.57" charge=+1 e_above_lowest_kcal_mol=104.0 multiplicity=3
O -1.0886 -1.3799 -0.1610 0.19 2.13 0.50
N 1.4248 -0.5986 -0.0677 0.12 -3.21 -1.95
C -0.3426 0.9772 0.1705 5.04 2.47 1.58
C 1.1579 0.8878 0.0239 -3.40 -1.90 -0.81
C -1.3778 -0.0381 0.5667 -1.15 -4.40 -1.14
C -1.5368 1.1838 -0.2695 -1.81 1.66 -1.83
H 0.4307 -1.2465 -0.4345 2.34 1.99 0.74
H -2.2085 1.7139 -0.9278 -0.64 -0.74 0.20
H -1.7697 -1.9943 -0.4839 -0.25 0.22 0.55
H 1.3924 1.4615 -0.8778 0.18 -0.32 -0.03
H 1.8181 1.0721 0.7956 0.84 1.71 2.01
H 1.6453 -1.0393 0.8722 -0.01 0.89 -1.39
H -1.8118 -0.3138 1.5063 -0.17 0.15 0.48
H 2.2666 -0.6858 -0.7130 -1.29 -0.65 1.10